Entry 1:
ORCA calculation (the ωB97M-V functional and the def2-TZVPD basis) on a 2-piece molecular cluster, BrClINO overall.

Properties
ΔE to the lowest compared entry with this formula, charge and spin   111.1 kJ/mol
SMILES string   O=NBr.ClI

ORCA input file:
```
! RIJCOSX wB97M-V def2-TZVPD def2/J DEFGRID3
* xyz 0 1
O 0.6428 -2.2444 -0.9280
N 1.2032 -1.2529 -1.0472
Br -0.0249 0.3213 -1.7805
Cl -1.1384 2.9824 1.8503
I -0.6826 0.1935 1.9054
*
```

Formally, the natural (NBO) partial charges of the atoms, in units of the elementary charge, are as follows:
1. O -0.148
2. N 0.298
3. Br -0.151
4. Cl -0.233
5. I 0.234

***

Entry 2:
ORCA calculation (the ωB97M-V functional and the def2-TZVPD basis) on an isolated ion of composition BrClINO4P and charge -1.

Properties
ΔE to the lowest compared entry with this formula, charge and spin   0.0 kJ/mol

ORCA input file:
```
! RIJCOSX wB97M-V def2-TZVPD def2/J DEFGRID3
* xyz -1 1
N 0.5294 -1.2191 -1.2215
O -1.6383 0.0132 0.4341
O 0.4863 -0.1257 1.8900
O 0.6525 -0.0403 -0.6182
O -0.1531 1.9241 0.4078
P -0.2764 0.3662 0.7441
Cl 1.2893 2.8929 0.7395
Br 0.3238 -2.6751 -0.0020
I -1.2134 -1.1362 -2.3738
*
```

Formally, the natural (NBO) partial charges of the atoms, in units of the elementary charge, are as follows:
1. N -0.290
2. O -1.118
3. O -1.127
4. O -0.634
5. O -0.797
6. P 2.485
7. Cl 0.196
8. Br 0.099
9. I 0.186

***

Entry 3:
ORCA calculation (the ωB97M-V functional and the def2-TZVPD basis) on BrCoH10O5 as an isolated structure.

Properties
<S²>   3.7553
ΔE to the lowest compared entry with this formula, charge and spin   45.2 kJ/mol

ORCA input file:
```
! RIJCOSX wB97M-V def2-TZVPD def2/J DEFGRID3
* xyz 1 4
Co -0.1049 -0.1319 0.3584
Br -1.8165 -0.3192 2.2316
O -1.2060 1.8053 -0.4503
H -0.8458 2.6103 -0.8472
H -2.1324 1.7765 -0.7262
O -1.4388 -1.1852 -0.9541
H -1.5825 -2.1322 -1.0814
H -2.2376 -0.7653 -1.2979
O 0.8898 -1.8780 0.7423
H 0.5030 -2.7522 0.5925
H 1.5257 -2.0098 1.4606
O 1.0622 0.2279 -1.3408
H 0.8822 0.7808 -2.1125
H 2.0109 0.0358 -1.3716
O 1.2551 1.1127 1.3648
H 1.9975 0.7637 1.8772
H 1.2383 2.0608 1.5546
*
```

Formally, the natural (NBO) partial charges of the atoms, in units of the elementary charge, are as follows:
1. Co 1.481
2. Br -0.737
3. O -0.972
4. H 0.499
5. H 0.507
6. O -0.971
7. H 0.512
8. H 0.511
9. O -0.976
10. H 0.520
11. H 0.517
12. O -0.977
13. H 0.517
14. H 0.513
15. O -0.975
16. H 0.508
17. H 0.524

***

Entry 4:
ORCA calculation (the ωB97M-V functional and the def2-TZVPD basis) on one molecule with the formula BrF2NS.

Properties
ΔE to the lowest compared entry with this formula, charge and spin   211.2 kJ/mol

ORCA input file:
```
! RIJCOSX wB97M-V def2-TZVPD def2/J DEFGRID3
* xyz 0 1
N 0.4874 0.7923 -0.5612
F 0.2847 -1.3224 1.3899
F -0.4001 -1.5674 -0.8199
S -0.6927 -0.4379 0.3250
Br 0.3208 2.5355 -0.3339
*
```

Formally, the natural (NBO) partial charges of the atoms, in units of the elementary charge, are as follows:
1. N -0.807
2. F -0.482
3. F -0.441
4. S 1.466
5. Br 0.264

***

Entry 5:
ORCA calculation (the ωB97M-V functional and the def2-TZVPD basis) on a 2-piece molecular cluster, BrFH2NPS overall.

Properties
ΔE to the lowest compared entry with this formula, charge and spin   168.3 kJ/mol

ORCA input file:
```
! RIJCOSX wB97M-V def2-TZVPD def2/J DEFGRID3
* xyz 0 1
N -0.9874 -0.0208 -0.1347
F -0.0283 1.5970 1.5562
P 0.3478 -0.6444 -0.5041
S 1.1305 -2.4586 -0.8669
Br 1.6444 1.0064 -0.7845
H -0.1648 0.9928 0.7416
H -1.9422 -0.4726 -0.0075
*
```

Formally, the natural (NBO) partial charges of the atoms, in units of the elementary charge, are as follows:
1. N -1.228
2. F -0.626
3. P 1.286
4. S -0.373
5. Br -0.045
6. H 0.529
7. H 0.456

***

Entry 6:
ORCA calculation (the ωB97M-V functional and the def2-TZVPD basis) on BrFIN as an isolated structure.

Properties
ΔE to the lowest compared entry with this formula, charge and spin   18.3 kJ/mol

ORCA input file:
```
! RIJCOSX wB97M-V def2-TZVPD def2/J DEFGRID3
* xyz 0 1
N -0.2534 0.4252 -0.0437
F 0.9116 1.0492 -0.4336
Br -0.1052 -0.3490 1.8498
I -0.5531 -1.1254 -1.3726
*
```

Formally, the natural (NBO) partial charges of the atoms, in units of the elementary charge, are as follows:
1. N -0.220
2. F -0.238
3. Br 0.119
4. I 0.339

***

no.,M (g/mol)
1,272.27
2,351.24
3,228.91
4,163.97
5,177.97
6,239.81